Here is 15 unconnected molecules or ions with the total composition C30H54Cl42N3P at a distorted geometry from OMol25. Energies are from ωB97M-V with the def2-TZVPD basis set.

Geometry as XYZ:
```
130
Properties=species:S:1:pos:R:3:forces:R:3:mulliken_charge:R:1
C -6.839214 1.630322 -4.715018 -0.202 -0.270 0.181 -1.0493
C -7.845822 0.474751 -4.890071 0.284 0.160 -0.273 -0.4578
C -7.229109 -0.930909 -4.772297 -0.099 0.431 0.089 -0.8526
C -7.339951 -1.531307 -3.378269 0.136 0.033 -0.061 -0.5210
C -6.620262 -0.730593 -2.292339 -0.178 -0.767 0.024 -0.3414
C -6.448070 -1.551304 -1.008057 0.154 0.482 -0.081 -0.5619
C -5.421346 -0.880852 -0.098063 -0.344 0.248 -0.008 -0.2972
C -5.413977 -1.366648 1.343141 0.570 -0.201 -0.084 -0.6736
C -4.515209 -0.558943 2.292321 -0.242 -0.230 0.171 -0.6055
C -5.244417 0.495186 3.132207 0.079 0.018 -0.674 -0.0691
C -5.975921 1.616869 2.372631 0.217 0.416 0.480 -0.8850
C -5.113957 2.883762 2.246408 0.001 -0.210 0.237 -1.0918
C -3.747642 2.638285 1.607515 -0.359 0.061 -0.317 0.2920
C -3.030446 3.852317 1.033900 0.251 -0.304 0.217 -1.3044
P -1.753544 3.215944 -0.220755 0.152 -0.251 0.599 0.8918
C -0.469833 2.409031 -1.414220 -0.193 0.521 0.246 -1.1411
C 0.947293 3.012216 -1.363201 0.072 -0.683 -0.847 0.7805
N 1.435248 3.139203 -0.005194 0.082 -0.077 0.214 -0.2395
N 1.029809 4.310536 -2.024025 -0.250 -0.171 -0.035 -0.6333
N 1.900772 2.106098 -2.059306 -0.104 0.510 0.282 -0.5757
H -6.827012 1.998500 -3.689999 0.059 0.064 0.023 0.2179
H -5.829382 1.295211 -4.950328 0.058 0.053 -0.087 0.2450
H -7.087455 2.456472 -5.377937 0.019 0.133 0.052 0.3650
H -8.659921 0.585887 -4.171697 -0.087 -0.030 -0.003 0.3298
H -8.290933 0.584561 -5.879815 -0.072 -0.089 -0.016 0.3640
H -6.170552 -0.856998 -5.035156 0.055 -0.098 -0.085 0.3789
H -7.687629 -1.586923 -5.513130 -0.060 -0.126 0.087 0.3446
H -8.394099 -1.629861 -3.105420 -0.046 -0.129 -0.006 0.2945
H -6.907421 -2.534897 -3.401581 -0.079 -0.088 0.036 0.1893
H -5.629581 -0.444410 -2.654637 0.003 0.207 -0.040 0.3308
H -7.201456 0.157771 -2.041522 0.209 0.260 -0.125 0.2304
H -6.154927 -2.571511 -1.258136 -0.004 -0.106 0.082 0.0437
H -7.412812 -1.585063 -0.495770 -0.030 -0.210 0.072 0.3247
H -4.416165 -1.003932 -0.509209 0.047 -0.007 -0.095 0.2540
H -5.633134 0.190214 -0.147800 0.105 0.100 0.129 0.2021
H -6.426318 -1.464364 1.741763 -0.088 0.130 0.023 0.3664
H -4.991428 -2.370788 1.319454 -0.196 -0.258 0.004 0.3116
H -3.671341 -0.148205 1.737396 -0.005 0.149 -0.076 0.2432
H -4.075285 -1.272204 2.994513 0.076 0.076 0.107 0.3634
H -5.958100 -0.049754 3.748897 -0.012 0.085 0.164 0.5000
H -4.507027 0.975961 3.777318 -0.113 -0.097 0.315 -0.1675
H -6.836513 1.912661 2.976742 -0.195 -0.096 -0.141 0.3117
H -6.349913 1.303001 1.400763 -0.019 -0.124 -0.053 0.3281
H -4.972213 3.247315 3.268902 0.084 0.211 -0.025 0.2892
H -5.658001 3.666007 1.713973 -0.024 -0.026 -0.122 0.4471
H -3.891244 1.896419 0.809030 0.027 -0.019 -0.087 -0.0320
H -3.092292 2.169925 2.343740 0.067 -0.169 -0.046 0.3507
H -2.492682 4.346941 1.848119 0.007 0.318 -0.121 0.4073
H -3.710492 4.555693 0.548865 -0.051 0.074 -0.005 0.3554
H -1.073593 4.467824 -0.249168 -0.072 0.053 -0.190 -0.0080
H -2.842429 2.864035 -1.084913 0.140 -0.081 -0.139 -0.0672
H -1.324983 2.270916 0.764302 -0.037 0.084 0.056 -0.1822
H -0.862657 2.402526 -2.431342 0.133 0.015 -0.204 0.3221
H -0.389294 1.369045 -1.089379 -0.111 -0.092 0.004 0.0339
H 1.140331 2.381545 0.597162 -0.075 0.084 0.085 -0.1953
H 1.231100 4.038540 0.405395 -0.205 0.022 -0.046 0.3352
H 1.699580 4.236821 -2.781208 0.221 0.106 0.170 0.3212
H 0.146791 4.529259 -2.466602 -0.086 0.111 0.066 0.1666
H 1.950318 1.232873 -1.543767 0.060 -0.061 -0.116 0.2610
H 1.522662 1.910371 -2.980553 0.010 -0.203 -0.026 0.1394
C 4.338805 3.633184 0.401069 0.246 -0.005 -0.129 1.4068
Cl 4.433289 5.341831 0.830654 -0.008 0.016 0.030 -0.1594
Cl 5.581704 3.216759 -0.783587 0.190 0.716 -0.106 -0.1454
Cl 4.487431 2.620484 1.841755 -0.145 0.104 -0.031 -0.0701
H 3.363611 3.444343 -0.041380 0.030 -0.057 0.043 -0.9140
C -2.369123 5.577158 -4.932056 0.009 0.051 -0.011 -0.1493
Cl -2.468668 7.216824 -4.298939 -0.003 -0.010 -0.002 -0.1293
Cl -0.969123 5.390498 -5.986627 0.017 0.005 0.025 -0.0892
Cl -2.327947 4.399604 -3.613963 -0.077 0.012 -0.069 -0.0362
H -3.258372 5.384641 -5.516964 -0.012 -0.007 0.001 0.3746
C 1.595316 -0.647678 2.122775 0.009 -0.030 0.054 0.1554
Cl 1.238260 0.907246 2.870126 -0.044 0.037 0.071 -0.1272
Cl 1.177565 -1.974582 3.202216 0.003 0.009 -0.002 -0.1244
Cl 0.754044 -0.806663 0.576338 0.022 0.024 -0.031 -0.1293
H 2.659521 -0.688846 1.933014 0.046 0.007 -0.030 0.1912
C -4.220306 0.140304 6.919188 -0.025 0.129 -0.123 -0.0819
Cl -2.724261 0.465124 6.045132 -0.049 0.125 -0.114 -0.0776
Cl -5.267246 1.561045 6.910391 -0.019 0.007 0.015 -0.1273
Cl -5.057482 -1.256184 6.240685 0.051 -0.096 0.087 -0.1057
H -3.971216 -0.083545 7.947748 0.031 -0.008 0.009 0.3934
C 6.847230 0.135892 -1.354629 -0.113 -0.091 0.172 -0.1443
Cl 8.241634 0.224113 -0.282551 -0.003 0.032 0.013 -0.1022
Cl 6.912344 -1.328887 -2.340238 0.030 0.152 -0.071 -0.0659
Cl 5.341390 0.195119 -0.437143 0.031 -0.705 0.030 0.0109
H 6.865756 0.992746 -2.015249 0.008 0.010 -0.027 0.2865
C 8.959542 -4.585263 -3.159164 0.087 -0.024 -0.053 0.8647
Cl 9.283396 -6.005865 -2.161967 -0.004 -0.094 -0.262 -0.0864
Cl 10.176650 -3.314938 -2.914202 -0.052 -0.107 -0.169 -0.1472
Cl 8.889018 -5.033443 -4.859598 -0.054 0.033 -0.036 -0.1181
H 7.995724 -4.186535 -2.867713 0.135 0.004 -0.036 -0.5233
C 10.003191 -4.331355 1.801060 -0.112 0.085 -0.097 -0.0360
Cl 8.537898 -3.727781 2.580880 0.049 -0.152 0.022 -0.1076
Cl 10.149025 -6.079040 1.993964 0.001 0.020 -0.032 -0.1416
Cl 10.006991 -3.867172 0.100605 0.172 0.154 0.458 0.0161
H 10.857709 -3.868327 2.275576 -0.008 -0.006 0.046 0.2845
C -5.612289 -6.082416 -0.465382 0.010 0.081 -0.029 -0.0571
Cl -6.423965 -5.756008 -1.997934 -0.011 -0.012 0.000 -0.1173
Cl -3.865582 -5.900254 -0.632970 0.005 -0.012 0.006 -0.1250
Cl -6.230379 -5.029835 0.805391 -0.027 -0.039 0.021 -0.0874
H -5.818841 -7.106689 -0.187099 0.001 -0.014 -0.002 0.3717
C 6.862265 0.312752 4.798124 -0.052 0.019 -0.249 -0.0536
Cl 7.007913 1.685432 3.706575 0.135 0.018 0.167 -0.0907
Cl 5.158460 -0.056879 5.079885 -0.123 -0.084 0.036 -0.1001
Cl 7.685927 -1.090171 4.117140 0.039 0.081 0.151 -0.0692
H 7.316089 0.566862 5.746779 -0.001 -0.019 0.018 0.3042
C 13.081844 -5.734191 -3.284535 0.077 -0.048 -0.043 0.7460
Cl 13.417735 -7.127478 -2.255647 -0.030 0.028 0.021 -0.1343
Cl 14.298087 -4.475550 -3.059121 -0.037 0.015 0.037 -0.1355
Cl 12.997388 -6.216427 -4.978901 -0.055 0.010 0.004 -0.1239
H 12.121126 -5.327523 -2.999061 -0.026 0.003 0.014 -0.3444
C 3.704544 2.177043 7.710064 -0.029 -0.022 -0.102 0.1080
Cl 3.123669 2.871601 6.197852 -0.004 0.000 0.008 -0.0666
Cl 5.459670 2.304428 7.826750 0.078 0.051 0.049 -0.1241
Cl 2.928264 2.941714 9.096444 -0.019 -0.022 0.010 -0.1397
H 3.447786 1.125651 7.717211 -0.010 -0.015 0.004 0.2187
C 4.557649 -4.875744 -3.773120 0.073 -0.026 -0.065 -0.0332
Cl 5.554593 -4.297123 -2.433098 -0.242 -0.142 0.079 -0.0956
Cl 4.397054 -3.626756 -5.005894 -0.006 0.005 0.004 -0.1100
Cl 5.220262 -6.357936 -4.455860 -0.007 0.003 0.017 -0.1064
H 3.573812 -5.094658 -3.381092 -0.011 0.013 0.015 0.3396
C -0.180403 -1.664687 9.031800 0.007 0.063 -0.040 -0.0068
Cl 0.414161 -0.009674 8.885055 0.050 0.041 0.020 -0.0901
Cl -1.709855 -1.843525 8.172671 0.043 -0.263 0.124 -0.0830
Cl 1.010415 -2.821471 8.442967 -0.003 0.009 0.004 -0.1243
H -0.355981 -1.864080 10.080054 0.002 -0.011 0.013 0.3106
C 1.213908 1.942644 -6.594972 0.015 -0.036 0.071 -0.0928
Cl -0.232654 1.683003 -5.614059 0.017 0.016 0.026 -0.0725
Cl 2.211614 3.229164 -5.916008 -0.027 0.010 0.007 -0.1037
Cl 2.138111 0.450036 -6.748327 -0.001 -0.001 -0.012 -0.1033
H 0.897400 2.246585 -7.583460 -0.011 0.011 -0.008 0.3666
```
Forces are in eV/Å.

Summary:
2S+1	1
orbital gap	8.0	eV
net charge	0
highest occupied orbital energy	-7.972	eV